The following is a quantum chemistry calculation of a molecular structure, C12H12NO4SbSe4SiW in a non-equilibrium geometry, from the OMol25 dataset.

As for the largest force on an atom: 1.06 eV Å⁻¹. For the gap between HOMO and LUMO, the calculation gives 5.2885 eV. The energy above the lowest of the compared OMol25 structures with the same formula, charge and spin comes out at 40.3 kJ/mol. The calculated total energy comes out at -11022.8202 hartree.

The geometry in XYZ format:
```
36
C12H12NO4SbSe4SiW ωB97M-V/def2-TZVPD
W -0.46 0.95 -0.39
O 2.01 0.91 2.93
C 1.14 0.67 2.14
O 0.85 1.41 1.08
C 0.19 -0.49 2.24
C 0.15 -1.43 3.25
C -0.87 -2.37 3.21
C -1.81 -2.34 2.20
C -1.69 -1.36 1.23
N -0.70 -0.48 1.25
C -2.63 -1.12 0.08
O -3.63 -1.77 -0.07
O -2.26 -0.09 -0.63
H 0.89 -1.40 4.03
H -0.93 -3.13 3.99
H -2.64 -3.03 2.15
Se 1.09 2.81 -1.32
Sb 0.81 1.33 -3.28
Se 0.70 -0.78 -1.62
Se -1.58 1.42 -2.92
Se 2.42 1.08 -4.95
C -1.10 4.62 3.35
Si -2.34 3.24 3.03
C -4.12 3.80 3.21
C -1.96 1.72 4.08
C -2.09 2.70 1.26
C -1.84 2.38 0.10
H -1.16 4.97 4.38
H -1.28 5.47 2.69
H -0.09 4.26 3.17
H -4.32 4.14 4.23
H -4.81 2.99 2.98
H -4.35 4.63 2.54
H -2.25 1.91 5.11
H -0.89 1.49 4.08
H -2.50 0.84 3.74
```